1.
Below is C4H8FNO as an isolated structure, with properties calculated with wB97M-V/def2-TZVPD.

The geometry in XYZ format:
```
15
Properties=species:S:1:pos:R:3:forces:R:3
C 1.33406 -0.82984 -0.36128 -1.9 2.5 -2.8
C -0.12048 -0.33804 -0.60136 2.1 1.5 2.3
C -1.42669 1.09914 0.29658 2.4 0.3 2.9
C -1.09998 -0.41912 0.54849 -2.1 0.3 -0.7
H 3.02795 0.10042 0.54980 -5.7 -1.3 0.8
H 1.70815 -0.43519 -1.37890 0.6 -1.4 1.4
H 1.21572 -1.87275 -0.19807 0.8 -1.2 -0.2
H -0.46009 -0.84536 -1.45647 -0.8 -0.6 -1.1
H 0.76745 1.38913 -0.29986 -3.0 0.6 0.0
H -2.29152 1.44931 -0.26546 -0.2 -0.4 0.6
H -1.27747 1.54545 1.42661 -0.5 -0.1 -3.1
H -0.91455 -0.57903 1.68983 0.1 -0.5 -2.4
N -0.24455 1.19121 -0.66845 2.4 -1.5 0.5
O 1.84180 -0.13410 0.71993 6.4 1.6 0.1
F -2.05981 -1.32124 -0.00138 -0.4 0.1 1.6
```
Forces are in eV/Å.

Properties
frontier orbital gap	9.33	eV
LUMO	0.007	hartree
total charge	0
largest force on an atom	6.57	eV/A

Atom charges from the Mulliken analysis, given in e for atoms 1 to 5: -0.56 -0.20 -0.49 0.22 0.37


2.
Below is one molecule with the formula C4H8FNO2, with properties calculated with wB97M-V/def2-TZVPD.

The geometry in XYZ format:
```
16
Properties=species:S:1:pos:R:3:forces:R:3
C -0.62418 1.99136 1.12819 -0.7 -0.5 0.1
C 1.47162 1.33183 0.02625 -0.5 3.4 -1.5
C -0.14940 -1.56685 0.21080 -5.6 -2.8 -2.7
C -0.22569 -1.74469 -1.34671 -2.0 0.5 0.8
H -0.39337 0.95398 1.54611 -1.0 2.7 0.5
H -0.88247 2.83805 1.81851 0.6 -0.9 -0.5
H -1.49026 1.86294 0.41425 0.8 0.1 0.8
H 2.44798 1.66042 -0.53061 -2.0 -0.3 1.7
H -1.31107 -1.86983 0.47342 3.1 0.9 0.1
H 0.52655 -2.30856 0.62773 0.4 0.7 0.6
H 0.80826 -1.46157 -1.67007 -0.7 -1.9 -0.9
H -0.90407 -0.91976 -1.78618 0.9 -1.5 0.8
N 1.21180 0.10804 -0.05323 1.9 0.1 0.0
O 0.53736 2.37601 0.34321 2.3 -1.7 -0.4
O -0.03290 -0.21366 0.36331 -0.1 -1.1 0.8
F -0.99014 -3.03769 -1.56500 2.6 2.4 -0.2
```
Forces are in eV/Å.

Properties
frontier orbital gap	10.35	eV
LUMO	0.033	hartree
total charge	0
largest force on an atom	6.82	eV/A

Atom charges from the Mulliken analysis, given in e for atoms 1 to 5: -0.45 0.11 -0.32 -0.29 0.31


3.
Below is one molecule with the formula C4H8FNO2, with properties calculated with wB97M-V/def2-TZVPD.

The geometry in XYZ format:
```
16
Properties=species:S:1:pos:R:3:forces:R:3
C -0.30445 0.23904 -0.74470 0.9 -1.1 1.0
C 0.78812 0.02211 1.61461 -2.0 0.7 1.1
C 0.98656 0.80372 -1.43026 0.7 -3.1 2.0
C -0.42022 -0.19909 0.70978 0.5 0.2 -2.2
N -1.22689 -1.30131 0.95703 -0.8 -0.9 0.2
O -1.05563 -0.51931 -1.63314 -0.3 0.9 -1.1
O -1.07191 0.99033 0.16104 0.4 0.6 0.7
F 0.55851 1.48397 -2.48580 -0.2 1.4 -1.9
H 1.24913 -0.90253 1.94178 -0.1 -0.2 0.1
H 0.46678 0.66104 2.51185 0.7 -0.9 -1.2
H 1.46810 0.54093 0.99209 1.0 0.7 0.0
H 1.64399 1.42291 -0.76320 -0.8 -0.3 -0.7
H 1.61800 -0.14493 -1.78928 -1.3 2.0 0.7
H -1.33937 0.06338 -2.38871 0.4 -0.8 1.1
H -2.12216 -1.42450 0.48824 0.7 0.5 -0.1
H -1.23858 -1.73577 1.85864 0.3 0.3 0.4
```
Forces are in eV/Å.

Properties
frontier orbital gap	9.72	eV
LUMO	0.034	hartree
total charge	0
largest force on an atom	3.79	eV/A

Atom charges from the Mulliken analysis, given in e for atoms 1 to 5: 0.43 -1.09 -0.37 0.76 -0.49


4.
Below is a 2-piece molecular cluster, C4H8FNO4 overall, with properties calculated with wB97M-V/def2-TZVPD.

The geometry in XYZ format:
```
18
Properties=species:S:1:pos:R:3:forces:R:3
C -0.00507 0.24172 2.61247 1.3 2.3 -0.5
C 0.50482 0.00709 1.22184 -1.4 -1.7 -0.6
C 0.45195 -1.50351 -1.75239 -1.5 -0.5 0.9
C -0.59852 0.18493 0.19548 1.1 0.6 0.3
N -0.59939 1.04473 -0.78214 -0.6 0.2 0.4
O 0.65379 1.77188 -0.97287 -1.2 -0.9 -1.0
O -1.55297 1.31875 -1.56007 1.0 -0.3 0.3
O -0.27669 -2.34669 -1.21118 2.7 2.0 -1.4
O 0.04387 -0.67641 -2.72271 3.0 0.0 0.1
F -1.69076 -0.55528 0.38715 0.4 0.9 -0.3
H -0.16176 1.30495 2.81544 0.2 0.0 -0.1
H 0.71369 -0.13042 3.29732 0.3 -0.5 0.9
H -0.92601 -0.17886 2.63838 -2.7 -1.7 1.0
H 0.81910 -1.05212 1.20419 0.0 0.3 -0.4
H 1.32511 0.61809 1.05778 1.5 1.1 -0.9
H 1.49432 -1.08302 -1.55646 -0.8 -1.5 0.5
H 0.65761 1.77925 -1.97211 0.0 0.1 1.2
H -0.85309 -0.74508 -2.90013 -3.2 -0.4 -0.5
```
Forces are in eV/Å.

Properties
frontier orbital gap	9.82	eV
LUMO	0.024	hartree
total charge	0
largest force on an atom	3.67	eV/A

Atom charges from the Mulliken analysis, given in e for atoms 1 to 5: -1.46 -0.10 0.30 0.01 0.69


5.
Below is C4H8FNS as an isolated structure, with properties calculated with wB97M-V/def2-TZVPD.

The geometry in XYZ format:
```
15
Properties=species:S:1:pos:R:3:forces:R:3
C -0.21592 1.39168 -0.66059 -0.1 -0.9 -1.5
C -0.19239 -0.12087 -0.65228 -3.1 -0.2 -0.6
C 1.00964 -0.89564 1.01971 1.9 -1.1 1.1
C -0.43256 -0.73909 0.70201 0.1 0.4 0.7
H -1.68991 2.84687 -0.57785 0.2 -1.0 -0.2
H -2.06800 1.43651 0.14810 -0.1 0.0 0.3
H 0.44677 1.80398 0.06396 0.4 0.4 0.9
H 0.19430 1.59197 -1.64015 0.3 0.7 -0.3
H -1.04144 -0.47296 -1.29682 1.1 0.5 -0.2
H 1.48032 0.01072 1.45997 -0.5 -0.6 -0.3
H 1.29550 -1.78908 1.63309 -0.1 0.8 -0.6
H -0.95942 -1.71087 0.59132 0.1 0.7 0.6
N -1.59939 1.81742 -0.65733 -0.3 1.3 0.2
F -1.04139 0.13845 1.63423 -0.3 -0.8 -0.4
S 1.36860 -0.96885 -0.80885 0.5 -0.2 0.6
```
Forces are in eV/Å.

Properties
frontier orbital gap	9.95	eV
LUMO	0.032	hartree
total charge	0
largest force on an atom	3.16	eV/A

Atom charges from the Mulliken analysis, given in e for atoms 1 to 5: -0.48 -0.29 -0.72 0.12 0.23


6.
Below is C4H8FeO3 as an isolated structure, with properties calculated with wB97M-V/def2-TZVPD.

The geometry in XYZ format:
```
16
Properties=species:S:1:pos:R:3:forces:R:3
O -2.49727 -0.59342 -1.11458 1.6 -0.2 -0.7
C -2.52952 -0.56836 0.23756 -0.9 0.1 1.0
O -1.13305 -0.74995 0.69708 0.3 -0.5 1.2
C -0.43425 0.37792 1.19340 3.5 1.6 2.1
C 0.96138 0.33254 0.70791 -0.5 -0.2 -1.9
O 1.01042 0.12402 -0.67085 0.5 0.0 -0.5
C 2.30553 0.28393 -1.26915 0.7 0.0 -0.4
Fe -0.60793 -0.85638 -1.32005 -1.7 0.2 -0.2
H -3.07940 -1.41407 0.68344 0.2 0.3 -0.2
H -2.88935 0.38590 0.66328 0.1 -0.3 -0.2
H 0.22394 0.51302 2.22294 -3.8 -1.0 -0.2
H 1.80286 -0.10790 1.24738 -0.2 0.3 -0.1
H 2.19714 0.05650 -2.33331 0.1 0.1 0.2
H 2.63714 1.31912 -1.13005 -0.1 -0.3 -0.1
H 3.01161 -0.41536 -0.80453 -0.1 0.2 -0.1
H -0.97926 1.31249 0.98955 0.3 -0.3 0.1
```
Forces are in eV/Å.

Properties
spin multiplicity	6
frontier orbital gap (alpha / beta)	8.65 / 8.57	eV
LUMO (alpha / beta)	-0.177 / -0.203	hartree
⟨S²⟩	8.762
total charge	+1
largest force on an atom	4.36	eV/A

Atom charges from the Mulliken analysis, given in e for atoms 1 to 5: -0.77 0.20 -0.53 0.02 -0.29


7.
Below is C4H8FeO3 as an isolated structure, with properties calculated with wB97M-V/def2-TZVPD.

The geometry in XYZ format:
```
16
Properties=species:S:1:pos:R:3:forces:R:3
C -0.22489 2.35346 -1.23931 -0.6 0.2 -1.3
C 0.14829 0.69781 -1.65694 -3.0 -2.9 0.8
O 1.29027 0.53279 -1.08048 1.6 0.0 1.3
O 0.08864 2.53315 0.02496 0.5 -0.6 1.4
H -1.28014 2.46902 -1.54261 0.2 0.1 0.4
H 0.49811 2.83180 -1.92803 -0.2 -0.1 0.1
H 0.12605 0.65468 -2.75798 0.0 0.0 0.3
Fe 1.11047 1.12807 0.75964 -0.7 0.6 -0.8
O -0.09362 -0.08902 1.63518 -0.1 0.5 -1.9
C -0.63511 -1.18187 1.30700 1.0 -0.9 5.0
C 0.19128 -2.41072 1.44018 -0.6 -0.2 -1.7
H -1.70490 -1.27794 1.58311 -0.1 0.4 -1.3
H 1.11608 -2.30441 0.86034 -0.1 -0.4 -0.1
H -0.43125 -3.27414 1.16441 0.6 0.1 0.0
H 0.53114 -2.52292 2.48198 -0.4 0.4 0.1
H -0.73043 -0.13976 -1.05147 1.8 2.9 -2.1
```
Forces are in eV/Å.

Properties
spin multiplicity	7
frontier orbital gap (alpha / beta)	10.01 / 7.11	eV
LUMO (alpha / beta)	-0.359 / -0.470	hartree
⟨S²⟩	12.019
total charge	+2
largest force on an atom	5.12	eV/A

Atom charges from the Mulliken analysis, given in e for atoms 1 to 5: 0.10 -0.11 -0.44 -0.49 0.35


8.
Below is C4H8GaN2OS as an isolated structure, with properties calculated with wB97M-V/def2-TZVPD.

The geometry in XYZ format:
```
17
Properties=species:S:1:pos:R:3:forces:R:3
Ga 3.13742 -0.60741 -0.19234 -0.1 0.1 -0.1
C 1.83182 1.00482 -0.06406 0.2 -0.6 0.2
C 0.42182 0.52128 0.26233 -0.3 0.2 -0.2
S -0.62709 0.74849 -1.22674 0.0 -0.2 -0.1
C -2.10024 0.00620 -0.68114 0.0 0.0 -0.1
N -2.99204 -0.65496 -1.34876 0.2 0.2 0.0
N -4.02202 -0.94894 -0.45301 0.1 0.1 0.3
C -3.65217 -0.46386 0.67600 0.1 0.0 -0.3
O -2.45603 0.16551 0.62546 -0.2 -0.2 0.0
H 2.24382 -1.87937 -0.62797 -0.1 0.0 0.0
H 4.29846 -0.30311 -1.26545 0.1 0.0 0.0
H 3.69940 -0.85942 1.29872 0.1 0.0 0.0
H 2.18182 1.60407 0.77420 0.0 0.2 0.0
H 1.85764 1.62336 -0.95893 0.0 0.1 -0.1
H 0.38258 -0.54055 0.49418 0.0 -0.1 0.1
H -0.06163 1.08061 1.05881 0.0 0.0 0.1
H -4.14356 -0.49672 1.62868 -0.2 -0.1 0.1
```
Forces are in eV/Å.

Properties
frontier orbital gap	7.94	eV
LUMO	0.115	hartree
total charge	-1
largest force on an atom	0.63	eV/A

Atom charges from the Mulliken analysis, given in e for atoms 1 to 5: 0.16 -0.81 -0.56 -0.19 0.47


- Look up the total charge of the first one.
  0


- Which value of largest force on an atom does entry 3 give?
  3.79 eV/A